Below is a structure of composition C29H32BrN2O8PS2Sc, with properties calculated with ωB97M-V/def2-TZVPD.

Each line ends with the Löwdin charge.
CARTESIAN COORDINATES (ANGSTROEM)
H  -5.01273  -2.32869  0.22648  0.11
C  -1.13112  -4.62578  1.92802  -0.10
C  2.17464  -1.35097  -2.31855  -0.63
H  -4.16277  -0.96975  -1.61351  0.11
C  3.39183  3.34730  0.96101  -0.11
C  1.36409  -1.55893  4.33587  -0.38
C  -1.70205  0.33511  0.23277  -0.52
O  -0.57524  0.77205  -2.53659  -0.03
C  0.84327  -1.44067  5.61643  -0.11
S  1.75399  0.10624  1.80544  0.37
O  2.21576  -2.56946  -2.25527  0.04
O  2.96709  1.80002  -0.80525  -0.14
H  4.15298  4.08953  1.19733  0.11
H  -5.75923  -0.25983  -1.33221  0.11
Sc  1.06435  1.16832  -0.72141  0.94
H  0.91224  4.25658  -6.74921  0.10
C  2.78858  -2.52871  6.52149  -0.10
C  -0.48539  -4.95503  0.73955  -0.10
C  2.04268  4.02822  0.76283  -0.23
O  -1.22738  -0.83119  -0.09287  0.13
N  0.94368  3.05356  0.74672  -0.05
H  1.14601  -1.82229  7.70568  0.10
C  0.09213  -2.55249  2.01295  -0.38
C  0.16414  3.64523  -6.26184  -0.08
H  -3.44946  -1.24549  1.97733  0.09
H  1.89539  4.77453  1.55111  0.11
H  -0.12100  -0.96511  5.74603  0.05
C  2.87079  -0.58238  -3.42462  0.01
C  -3.13938  0.35480  0.70358  -0.26
C  -4.86362  -1.26282  0.40080  -0.20
H  0.94132  -4.30032  -0.74728  0.10
N  -3.55105  -1.02013  0.99518  -0.03
C  -4.08878  0.83525  -0.41735  -0.11
H  1.44084  -2.20160  0.37523  0.06
H  -1.92413  -1.48107  0.18285  0.13
C  2.60538  -2.16622  4.15172  -0.10
H  -1.36333  -3.15105  3.47340  0.09
H  4.27634  -3.12046  5.08836  0.10
O  0.62751  2.59333  -2.28612  -0.07
C  -4.78429  -0.44664  -0.88336  -0.17
H  -3.16816  1.01280  1.57153  0.12
C  3.85838  2.57393  -0.26866  -0.62
H  -3.55477  1.34896  -1.21524  0.08
H  -1.20808  3.69171  -7.91605  0.10
H  3.47703  -1.24864  -4.03362  0.07
H  3.01651  -2.24668  3.15256  0.10
O  1.59377  -0.59693  -1.43652  -0.17
C  0.38319  3.17534  -4.97938  -0.01
C  3.31253  -2.65044  5.23935  -0.09
H  1.29162  3.41422  -4.44314  0.12
H  3.47983  0.21192  -2.99001  0.08
C  0.44536  -4.08660  0.19066  -0.06
S  -1.27490  -0.13432  3.44444  0.25
H  0.84642  2.60061  1.65339  0.05
C  -1.73210  2.06746  -4.99914  -0.59
C  0.74088  -2.88876  0.83189  -0.10
C  -1.97036  2.54758  -6.27966  -0.14
H  -1.86029  -5.30277  2.35739  0.09
H  3.34408  -2.90494  7.37202  0.09
H  -0.71818  -5.88814  0.24004  0.09
C  1.55643  -1.92257  6.70819  -0.10
C  -0.84823  -3.42582  2.55990  -0.12
H  -5.68518  -0.89814  1.03236  0.11
H  2.03112  4.55437  -0.19435  0.12
O  4.99393  2.71456  -0.68758  0.04
C  -0.17566  1.86545  -2.95913  -0.61
H  0.05989  3.50816  0.54488  0.09
P  0.43489  -0.97477  2.86955  0.11
C  -0.55172  2.37064  -4.32870  -0.14
H  3.32661  2.65008  1.80242  0.10
H  -2.90189  2.30475  -6.77159  0.09
O  -1.02581  1.35010  0.11983  -0.02
H  -4.81687  1.53021  0.00279  0.12
Br  -3.12315  1.03685  -4.21974  0.81
C  -1.01878  3.32906  -6.91368  -0.09
H  2.10758  -0.11222  -4.04976  0.08

Atoms 1-2, force components in eV/Å:
0.00 0.00 0.00
0.00 0.00 0.00

charge = -1
HOMO energy = -0.20262 Eh
LUMO energy = 0.0818 Eh
energy above the lowest of the compared OMol25 structures with the same formula, charge and spin = 9.02 kcal/mol
Kohn-Sham gap = 7.740 eV